A) This record from the Open Molecules 2025 dataset describes a 9-piece molecular cluster, C36H90O18 overall. The level of theory is the ωB97M-V functional and the def2-TZVPD basis.

structure (SMILES) = COCCOC.COCCOC.COCCOC.COCCOC.COCCOC.COCCOC.COCCOC.COCCOC.COCCOC
Kohn-Sham gap = 0.351 hartree

Geometry as ORCA input:
```
! wB97M-V def2-TZVPD RIJCOSX def2/J DEFGRID3
* xyz 0 1
C -6.76 -8.08 -25.90
O -7.78 -8.30 -24.90
C -7.75 -7.40 -23.82
C -8.14 -5.99 -24.20
O -8.44 -5.20 -23.03
C -7.32 -4.91 -22.13
H -7.05 -7.25 -26.56
H -6.47 -9.02 -26.45
H -5.82 -7.80 -25.41
H -6.80 -7.49 -23.31
H -8.44 -7.80 -23.04
H -8.99 -6.00 -24.86
H -7.38 -5.54 -24.76
H -6.37 -4.85 -22.69
H -7.17 -5.63 -21.29
H -7.50 -3.93 -21.73
C -15.96 -0.41 -16.83
O -15.22 0.61 -17.49
C -13.93 0.78 -17.01
C -12.83 -0.14 -17.50
O -12.94 -1.44 -17.02
C -11.78 -2.26 -17.49
H -16.19 -0.21 -15.77
H -15.52 -1.41 -16.82
H -16.88 -0.56 -17.41
H -13.91 0.77 -15.89
H -13.67 1.87 -17.21
H -11.94 0.39 -17.16
H -12.78 -0.19 -18.61
H -11.61 -2.25 -18.57
H -11.99 -3.27 -17.19
H -10.93 -1.80 -17.00
C -7.84 2.66 -25.64
O -8.81 2.63 -24.65
C -9.84 1.67 -24.75
C -10.95 1.99 -23.78
O -11.78 3.01 -24.27
C -12.75 3.49 -23.39
H -7.24 1.72 -25.69
H -7.16 3.49 -25.38
H -8.24 2.87 -26.63
H -9.54 0.69 -24.48
H -10.27 1.77 -25.77
H -10.41 2.38 -22.89
H -11.60 1.15 -23.40
H -13.50 2.73 -23.27
H -13.20 4.31 -23.97
H -12.38 3.96 -22.50
C -16.44 4.49 -20.85
O -15.78 4.74 -19.58
C -16.09 3.79 -18.58
C -15.38 4.10 -17.30
O -14.01 4.00 -17.40
C -13.30 5.20 -17.70
H -16.22 5.26 -21.61
H -17.53 4.48 -20.81
H -16.15 3.56 -21.37
H -15.65 2.78 -18.85
H -17.20 3.73 -18.51
H -15.67 3.43 -16.52
H -15.66 5.14 -17.08
H -12.26 5.07 -17.61
H -13.60 6.00 -17.04
H -13.45 5.50 -18.73
C -17.67 0.66 -20.87
O -16.60 -0.24 -21.23
C -15.38 0.41 -21.36
C -14.39 -0.53 -22.04
O -14.76 -0.48 -23.43
C -15.43 -1.63 -23.90
H -17.39 1.23 -19.96
H -18.53 0.03 -20.74
H -17.82 1.37 -21.70
H -15.06 0.73 -20.36
H -15.41 1.33 -22.02
H -14.47 -1.52 -21.62
H -13.37 -0.23 -21.90
H -16.20 -1.97 -23.23
H -14.72 -2.41 -24.08
H -15.93 -1.43 -24.86
C -6.84 0.94 -22.17
O -7.15 1.89 -21.14
C -7.12 3.26 -21.55
C -7.75 4.02 -20.42
O -9.06 4.45 -20.76
C -9.65 5.12 -19.71
H -5.72 0.93 -22.40
H -7.39 1.25 -23.04
H -7.10 -0.03 -21.80
H -7.66 3.40 -22.48
H -6.05 3.57 -21.64
H -7.27 5.03 -20.16
H -7.79 3.42 -19.44
H -9.43 6.17 -19.57
H -9.49 4.62 -18.77
H -10.68 5.16 -19.93
C -8.48 -0.95 -29.70
O -7.20 -1.26 -29.18
C -7.32 -2.10 -28.04
C -6.06 -2.40 -27.37
O -5.64 -1.16 -26.70
C -4.34 -1.24 -26.21
H -9.18 -0.47 -28.97
H -8.91 -1.91 -30.12
H -8.40 -0.32 -30.53
H -7.67 -3.07 -28.31
H -8.01 -1.69 -27.28
H -5.32 -2.76 -28.09
H -6.25 -3.11 -26.55
H -3.69 -1.40 -27.11
H -4.32 -2.03 -25.46
H -4.10 -0.27 -25.73
C -12.14 -1.11 -26.48
O -11.06 -1.48 -27.34
C -10.90 -2.87 -27.66
C -10.29 -3.56 -26.50
O -10.31 -5.01 -26.71
C -11.59 -5.49 -26.32
H -11.83 -0.91 -25.42
H -12.99 -1.81 -26.48
H -12.48 -0.16 -26.88
H -10.27 -2.99 -28.51
H -11.92 -3.34 -27.85
H -10.84 -3.36 -25.58
H -9.25 -3.33 -26.26
H -12.32 -5.07 -27.01
H -11.80 -5.13 -25.35
H -11.64 -6.59 -26.27
C -12.32 2.21 -20.05
O -11.79 1.10 -20.69
C -10.45 0.75 -20.43
C -10.05 -0.58 -20.97
O -10.11 -0.57 -22.40
C -9.93 -1.79 -23.04
H -11.64 3.12 -20.17
H -12.49 2.02 -18.99
H -13.25 2.54 -20.52
H -10.28 0.77 -19.35
H -9.84 1.54 -20.87
H -10.73 -1.31 -20.65
H -9.05 -0.87 -20.57
H -10.60 -2.61 -22.61
H -8.86 -2.11 -23.05
H -10.27 -1.69 -24.08
*
```

Atomic partial charges in e from the Mulliken method, atoms 1 to 6: number 1, C, carries -0.678; number 2, O, carries -0.427; number 3, C, carries -0.563; number 4, C, carries -0.015; number 5, O, carries -0.377; number 6, C, carries -0.674


B) This record from the Open Molecules 2025 dataset describes a 9-piece molecular cluster, C36H90O18 overall. The level of theory is the ωB97M-V functional and the def2-TZVPD basis.

structure (SMILES) = COCCOC.COCCOC.COCCOC.COCCOC.COCCOC.COCCOC.COCCOC.COCCOC.COCCOC
Kohn-Sham gap = 0.351 hartree

Geometry as ORCA input:
```
! wB97M-V def2-TZVPD RIJCOSX def2/J DEFGRID3
* xyz 0 1
C -0.79 -7.59 1.46
O -1.18 -6.47 2.21
C -2.08 -5.65 1.48
C -2.56 -4.53 2.40
O -1.80 -3.39 2.05
C -1.92 -2.31 2.96
H -1.62 -8.30 1.34
H -0.08 -8.15 2.06
H -0.32 -7.26 0.53
H -2.92 -6.31 1.21
H -1.61 -5.22 0.59
H -2.30 -4.84 3.42
H -3.63 -4.31 2.38
H -1.70 -2.72 3.95
H -2.97 -1.99 2.96
H -1.24 -1.50 2.75
C 1.95 2.85 0.66
O 1.11 1.74 0.45
C 0.93 1.36 -0.89
C 0.25 0.00 -0.93
O -0.97 0.08 -0.27
C -1.64 -1.15 -0.22
H 1.74 3.72 0.03
H 2.99 2.54 0.51
H 1.89 3.21 1.68
H 1.91 1.26 -1.38
H 0.32 2.12 -1.38
H 0.91 -0.65 -0.34
H 0.19 -0.40 -1.95
H -1.88 -1.50 -1.23
H -2.52 -1.13 0.42
H -0.97 -1.95 0.13
C -1.09 1.79 2.69
O -1.86 1.33 3.78
C -2.55 2.41 4.37
C -3.46 1.98 5.49
O -4.58 1.22 5.03
C -4.31 -0.08 4.53
H -0.32 1.07 2.42
H -0.56 2.71 2.97
H -1.65 2.02 1.78
H -3.12 2.96 3.62
H -1.80 3.09 4.80
H -3.82 2.79 6.12
H -2.90 1.29 6.14
H -3.70 -0.70 5.19
H -3.84 -0.02 3.55
H -5.31 -0.51 4.48
C 0.88 -4.12 -3.53
O 0.68 -4.16 -2.11
C 1.65 -3.43 -1.36
C 3.14 -3.80 -1.40
O 3.52 -5.11 -1.08
C 2.95 -6.09 -1.94
H 0.42 -5.02 -3.92
H 1.95 -4.07 -3.72
H 0.40 -3.23 -3.95
H 1.26 -3.50 -0.35
H 1.54 -2.37 -1.61
H 3.54 -3.15 -0.62
H 3.59 -3.42 -2.33
H 1.87 -6.13 -1.84
H 3.33 -7.06 -1.63
H 3.33 -5.95 -2.96
C 0.45 5.63 2.75
O 1.84 5.77 2.83
C 2.26 6.22 4.10
C 3.71 6.64 4.07
O 4.64 5.60 3.82
C 4.47 4.82 2.65
H -0.10 6.56 2.92
H 0.08 4.86 3.45
H 0.19 5.24 1.76
H 2.19 5.42 4.85
H 1.69 7.07 4.49
H 4.01 7.00 5.06
H 3.92 7.46 3.37
H 3.63 4.14 2.82
H 5.38 4.24 2.55
H 4.26 5.43 1.77
C -4.95 1.39 0.54
O -6.30 1.02 0.77
C -6.68 -0.26 0.31
C -6.99 -0.31 -1.19
O -5.87 -0.05 -2.02
C -4.89 -1.07 -2.03
H -4.26 0.56 0.69
H -4.67 2.28 1.10
H -4.86 1.68 -0.51
H -7.64 -0.39 0.81
H -6.00 -1.03 0.68
H -7.68 0.48 -1.47
H -7.42 -1.29 -1.42
H -4.60 -1.35 -1.01
H -4.00 -0.65 -2.50
H -5.27 -1.94 -2.57
C 4.00 2.73 -3.49
O 4.71 1.59 -3.91
C 4.14 0.39 -3.44
C 4.70 -0.06 -2.11
O 4.58 0.97 -1.15
C 5.07 0.62 0.12
H 4.37 3.58 -4.07
H 4.09 2.97 -2.43
H 2.94 2.66 -3.75
H 4.37 -0.37 -4.19
H 3.05 0.45 -3.37
H 5.79 -0.20 -2.23
H 4.36 -1.04 -1.76
H 4.75 1.34 0.87
H 6.17 0.58 0.12
H 4.64 -0.35 0.41
C 5.29 8.78 -1.97
O 4.17 9.58 -2.36
C 3.37 8.98 -3.35
C 2.34 7.98 -2.82
O 3.05 6.86 -2.30
C 2.21 5.91 -1.70
H 5.01 7.86 -1.47
H 5.89 9.39 -1.29
H 5.88 8.61 -2.87
H 3.96 8.46 -4.12
H 2.80 9.76 -3.85
H 1.74 7.62 -3.66
H 1.74 8.41 -2.01
H 2.72 4.95 -1.66
H 1.26 5.82 -2.25
H 1.95 6.18 -0.66
C -2.78 -4.62 -1.81
O -3.32 -5.90 -1.69
C -2.90 -6.77 -2.74
C -3.29 -8.18 -2.36
O -2.84 -8.62 -1.11
C -1.91 -9.67 -1.22
H -2.92 -4.20 -2.81
H -1.73 -4.57 -1.50
H -3.26 -3.91 -1.13
H -1.82 -6.58 -2.84
H -3.37 -6.45 -3.67
H -2.92 -8.83 -3.17
H -4.37 -8.28 -2.49
H -2.33 -10.62 -1.57
H -1.40 -9.84 -0.28
H -1.18 -9.45 -2.01
*
```

Atomic partial charges in e from the Mulliken method, atoms 1 to 6: number 1, C, carries -0.605; number 2, O, carries -0.485; number 3, C, carries 0.421; number 4, C, carries -0.822; number 5, O, carries -0.099; number 6, C, carries -0.951


The most stable structure shown above is B); the least stable is A).